Molecular formula: C6H11N
Method: DFT, ωB97M-V/def2-TZVPD

Calculated values
Largest force on an atom in eV/Å: 0.55
Molar mass in g mol⁻¹: 97.2
Spin multiplicity: 1
HOMO level in eV: -7.8
Relative energy (zero: lowest compared OMol25 entry of this formula, charge and spin) in kcal per mole: 32.4
Structure (SMILES): C=C(/C=C/C)NC
DFT total energy in hartree: -289.9200

```
18
Properties=species:S:1:pos:R:3:nbo_charge:R:1
C 0.12082 -1.56919 -1.74437 -0.509
C -0.30200 -0.54765 -0.99076 0.164
C 0.59489 0.12683 -0.02613 -0.255
C 1.00002 -0.44886 1.09526 -0.147
C 1.92033 0.16276 2.11398 -0.652
N -1.60568 -0.04918 -1.10857 -0.608
C -1.99940 1.19983 -0.47639 -0.412
H 1.12898 -1.93271 -1.61808 0.207
H -0.54521 -2.08192 -2.42514 0.194
H 0.88221 1.15014 -0.25819 0.203
H 0.64732 -1.46594 1.27983 0.203
H 1.68769 1.22332 2.23409 0.215
H 1.85288 -0.32878 3.07833 0.218
H 2.95519 0.10417 1.76937 0.223
H -1.99130 -0.11845 -2.04124 0.375
H -1.75544 2.07307 -1.08623 0.173
H -1.51699 1.29905 0.48959 0.211
H -3.07431 1.20350 -0.28532 0.199
```